# 1
Here is one molecule with the formula C6H7NO from the OMol25 dataset. Energies are from the ωB97M-V functional and the def2-TZVPD basis.

XYZ file:
```
15
Properties=species:S:1:pos:R:3
C 0.400 -0.279 1.404
H 0.301 0.386 2.249
O 2.228 1.050 0.590
C 1.153 0.487 0.326
H -1.635 1.166 -0.203
H -1.599 -0.191 -1.390
H 0.953 -1.152 1.697
H -0.926 -1.685 0.482
H -1.815 -0.453 1.393
C 0.356 0.659 -0.916
N 1.287 -1.087 -2.639
C -0.941 -0.604 0.739
C -1.070 0.285 -0.522
H 0.415 1.710 -1.321
C 0.894 -0.292 -1.889
```

Energy relative to the best compared isomer or geometry (same formula, charge and spin) ... 27.43 kJ/mol
Structure (SMILES) ... N#C[C@H]1CCCC1=O
E_tot ... -362.8030 hartree



# 2
Here is C43H41BiBrN7O3 as an isolated structure from the OMol25 dataset. Energies are from the ωB97M-V functional and the def2-TZVPD basis.

XYZ file:
```
96
Properties=species:S:1:pos:R:3
H -19.151 -9.616 -2.378
H -19.536 -11.749 -15.614
H -15.069 -11.272 -4.086
C -17.859 -15.287 -6.449
C -18.002 -16.612 -6.296
C -16.870 -17.460 -6.094
C -12.144 -11.425 -9.268
H -13.654 -14.718 -11.333
H -20.515 -10.044 -14.324
C -14.717 -10.319 -4.461
C -18.130 -8.553 -10.282
C -18.806 -12.285 -12.249
H -17.909 -11.863 -14.748
C -18.674 -12.544 -9.888
C -19.305 -11.984 -10.973
H -21.499 -12.021 -12.547
C -17.719 -13.067 -12.385
C -18.956 -12.174 -14.772
H -18.849 -9.818 -13.549
H -18.966 -17.057 -6.440
H -14.504 -13.665 -10.104
H -13.653 -9.489 -7.372
H -20.966 -13.511 -13.314
N -16.923 -10.107 -8.389
C -16.287 -9.875 -9.533
H -20.122 -11.326 -10.772
C -14.942 -10.432 -9.659
C -13.082 -13.072 -7.845
H -9.801 -13.681 -8.177
H -20.624 -9.016 -4.472
O -16.838 -13.581 -8.864
C -16.955 -9.146 -10.551
H -20.231 -10.034 -12.540
C -17.935 -7.395 -5.051
Bi -15.990 -12.348 -7.259
H -17.494 -6.775 -5.880
C -15.685 -15.165 -12.955
H -18.566 -9.761 -7.199
C -14.219 -14.821 -6.592
C -15.595 -15.454 -6.344
H -15.566 -16.729 -10.759
Br -19.515 -12.437 -8.127
C -18.044 -9.499 -8.123
H -16.556 -9.274 -11.575
C -21.064 -12.399 -13.400
C -15.767 -14.559 -11.512
C -13.925 -8.021 -5.707
H -18.779 -8.059 -11.062
H -12.287 -10.683 -10.017
C -19.654 -11.790 -13.514
N -19.041 -8.017 -5.386
N -14.386 -10.407 -5.765
H -14.953 -15.938 -12.976
C -19.592 -8.750 -4.404
C -13.253 -11.967 -8.666
C -18.641 -8.641 -8.990
O -14.237 -9.962 -10.559
C -16.163 -15.806 -10.589
N -17.197 -7.537 -3.984
H -11.676 -14.676 -7.138
H -16.554 -15.643 -13.282
H -16.111 -15.377 -9.621
H -15.344 -14.471 -13.751
H -14.724 -9.411 -1.549
H -16.927 -8.899 -1.036
N -14.231 -13.639 -7.253
C -16.645 -8.853 -2.051
O -13.256 -15.524 -6.305
C -17.617 -8.418 -3.092
C -10.714 -13.231 -8.477
H -19.555 -8.078 -8.754
H -16.999 -18.591 -5.944
C -15.659 -16.824 -6.155
H -14.722 -17.247 -5.874
H -14.285 -7.011 -3.893
C -14.462 -14.007 -11.118
H -17.411 -13.319 -13.379
C -10.911 -12.071 -9.189
C -11.837 -13.729 -7.757
N -14.595 -11.409 -8.740
H -14.422 -13.080 -11.716
H -17.207 -16.056 -10.885
H -21.712 -12.178 -14.285
C -19.833 -10.297 -13.511
H -18.934 -13.262 -14.995
H -13.492 -7.163 -6.169
C -17.434 -13.250 -10.013
H -18.759 -14.683 -6.495
C -14.792 -9.106 -3.761
C -15.384 -9.088 -2.356
N -16.653 -14.658 -6.466
H -10.112 -11.688 -9.824
C -16.981 -13.571 -11.330
C -18.895 -8.985 -3.224
C -14.320 -7.976 -4.390
C -13.966 -9.306 -6.330
```

Energy relative to the best compared isomer or geometry (same formula, charge and spin) ... 179.85 kJ/mol
E_tot ... -5060.7997 hartree



# 3
Here is C8H9Cl2F2NO19V as an isolated structure from the OMol25 dataset. Energies are from the ωB97M-V functional and the def2-TZVPD basis.

XYZ file:
```
42
Properties=species:S:1:pos:R:3
O 2.954 0.697 1.124
O -1.343 3.040 -0.630
H -1.691 1.954 2.888
C 0.613 -2.073 -4.275
O -0.650 -0.956 -2.687
V 1.194 -0.511 0.972
O 1.201 -2.139 -2.977
H -1.782 4.772 -1.818
H 1.364 -1.629 -4.927
O -2.695 -1.472 -0.338
F 0.664 4.024 -2.561
H -0.566 -0.184 -4.538
O 1.689 -3.525 5.082
O -1.193 -1.270 1.473
O 1.222 -2.433 3.032
C 0.415 -1.502 -2.084
O 4.970 -0.389 1.111
H -1.850 0.731 4.173
O -3.452 -1.769 1.891
O 0.695 -1.403 -0.942
H 0.351 -3.083 -4.581
C -1.609 3.698 -1.844
C -0.558 1.965 -0.921
O -2.844 0.373 1.103
C -0.472 3.264 -2.747
Cl 1.896 -3.570 3.643
H -0.693 3.364 -3.808
O 3.302 -3.495 3.359
C -1.336 1.640 3.863
N 0.095 1.254 3.761
H -2.538 3.281 -2.256
O 3.095 -1.365 0.447
C -0.608 -1.166 -4.072
Cl -2.556 -1.041 1.040
O -0.202 1.160 -0.149
F -1.736 -1.844 -4.445
H -1.447 2.432 4.596
O 0.851 1.559 4.657
O 1.332 -4.800 3.138
C 3.754 -0.296 0.804
O 0.408 0.727 2.713
O -0.246 1.979 -2.270
```

Spin multiplicity ... 4
Net charge ... -2
Energy relative to the best compared isomer or geometry (same formula, charge and spin) ... 0.00 kJ/mol
<S²> ... 3.761
E_tot ... -3858.2005 hartree



# 4
Here is a 5-piece molecular cluster, CH11O5 overall from the OMol25 dataset. Energies are from the ωB97M-V functional and the def2-TZVPD basis.

XYZ file:
```
17
Properties=species:S:1:pos:R:3
H 2.657 -0.388 -1.397
O 0.602 -0.798 2.151
O -3.879 -0.377 -1.495
H 1.773 1.396 1.903
H 1.661 -1.684 -0.783
H -3.031 -0.152 -1.063
H -0.572 0.137 -0.183
H -4.276 0.464 -1.721
O -1.585 0.140 -0.036
O 2.042 2.234 1.490
H 1.140 -0.752 -2.164
H 2.045 1.872 0.584
H -0.217 -1.288 2.050
H -1.692 0.037 0.913
C 1.603 -0.643 -1.160
O 0.960 0.231 -0.336
H 0.770 -0.430 1.247
```

Net charge ... -1
Energy relative to the best compared isomer or geometry (same formula, charge and spin) ... 18.70 kJ/mol
E_tot ... -420.9437 hartree